# 1
Computed, not measured: a cluster of 2 separate species, C3H11NOS2 in total in a non-equilibrium geometry, with wB97M-V/def2-TZVPD.

## Properties
Total charge = 0
Spin multiplicity = 1
LUMO energy = 0.2779 eV
SMILES string = CNCCSS.O
Relative energy (zero: lowest compared OMol25 entry of this formula, charge and spin) = 138.7 kJ/mol

Each atom is followed by the atoms it is bonded to, with distances in Å.
Geometry (Å):
1 S -1.13355 -2.09430 -2.95984  S2 2.106, H7 1.309
2 S -0.35960 -1.81389 -1.02183  S1 2.106, C3 1.935
3 C -0.59838 0.10555 -0.97374  S2 1.935, C4 1.598, H8 1.065, H9 1.126
4 C 0.16090 0.67131 0.31337  C3 1.598, N5 1.532, H10 1.192, H11 1.059
5 N -0.69378 0.42244 1.55981  C4 1.532, C6 1.433, H12 1.008
6 C -0.27553 1.06446 2.77040  N5 1.433, H13 1.205, H14 1.134, H15 1.050
7 H -2.18849 -1.35246 -2.73560  S1 1.309
8 H -1.65197 0.22441 -0.87219  C3 1.065
9 H -0.25108 0.49839 -1.96995  C3 1.126
10 H 1.25809 0.21689 0.41346  C4 1.192
11 H 0.29496 1.70229 0.11318  C4 1.059
12 H -0.74835 -0.56841 1.73561  N5 1.008
13 H 0.90823 1.12048 2.98812  C6 1.205
14 H -0.70756 2.11216 2.82081  C6 1.134
15 H -0.80384 0.53033 3.50366  C6 1.050
16 H 1.79509 -1.08770 -2.53979  O18 0.963
17 H 2.41045 -0.65754 -1.15667  O18 0.956
18 O 2.58439 -1.09441 -1.98880  H16 0.963, H17 0.956

***

# 2
Computed, not measured: the molecule C2H6N2O in a non-equilibrium geometry, with wB97M-V/def2-TZVPD.

## Properties
Total charge = 0
Spin multiplicity = 1
LUMO energy = 0.9279 eV
SMILES string = [H]/N=C(\N)OC
Relative energy (zero: lowest compared OMol25 entry of this formula, charge and spin) = 128.9 kJ/mol

Each atom is followed by the atoms it is bonded to, with distances in Å.
Geometry (Å):
1 C -1.78394 -0.06992 -0.02223  H3 1.154, H4 1.104, H5 1.089, O11 1.451
2 C 0.58632 0.14129 -0.08844  N9 1.412, N10 1.292, O11 1.343
3 H -1.80194 0.28761 1.07501  C1 1.154
4 H -1.87119 0.75969 -0.74523  C1 1.104
5 H -2.47573 -0.88374 -0.23402  C1 1.089
6 H 1.50326 -1.75695 0.02029  N9 1.020
7 H 2.60544 -0.29867 0.20874  N9 1.068
8 H 1.48812 1.83071 -0.07160  N10 1.027
9 N 1.67753 -0.75494 -0.05903  C2 1.412, H6 1.020, H7 1.068
10 N 0.54306 1.43131 -0.02651  C2 1.292, H8 1.027
11 O -0.47093 -0.68640 -0.05697  C1 1.451, C2 1.343

***

Q: relative energy (zero: lowest compared OMol25 entry of this formula, charge and spin) of number 1 (C3H11NOS2)?
A: 138.7 kJ/mol

***

What did the second record say?
Computed, not measured: the molecule C2H6N2O in a non-equilibrium geometry, with wB97M-V/def2-TZVPD.

## Properties
Total charge = 0
Spin multiplicity = 1
LUMO energy = 0.9279 eV
SMILES string = [H]/N=C(\N)OC
Relative energy (zero: lowest compared OMol25 entry of this formula, charge and spin) = 128.9 kJ/mol

Each atom is followed by the atoms it is bonded to, with distances in Å.
Geometry (Å):
1 C -1.78394 -0.06992 -0.02223  H3 1.154, H4 1.104, H5 1.089, O11 1.451
2 C 0.58632 0.14129 -0.08844  N9 1.412, N10 1.292, O11 1.343
3 H -1.80194 0.28761 1.07501  C1 1.154
4 H -1.87119 0.75969 -0.74523  C1 1.104
5 H -2.47573 -0.88374 -0.23402  C1 1.089
6 H 1.50326 -1.75695 0.02029  N9 1.020
7 H 2.60544 -0.29867 0.20874  N9 1.068
8 H 1.48812 1.83071 -0.07160  N10 1.027
9 N 1.67753 -0.75494 -0.05903  C2 1.412, H6 1.020, H7 1.068
10 N 0.54306 1.43131 -0.02651  C2 1.292, H8 1.027
11 O -0.47093 -0.68640 -0.05697  C1 1.451, C2 1.343